(1)
The following is a DFT calculation (ωB97M-V with the def2-TZVPD basis set) of a molecular structure, C6H9Br3O.

Geometry as XYZ:
```
19
C6H9Br3O (ωB97M-V with the def2-TZVPD basis set)
C 0.446 -0.517 -1.003
C -1.350 0.241 0.782
C 1.205 0.357 1.141
C -0.036 1.887 -0.417
C -0.043 0.433 0.083
C 0.015 -2.189 -1.000
O 1.135 -0.190 -1.914
Br -1.867 -2.172 -1.386
Br 0.904 -3.071 -2.352
Br 0.241 -3.213 0.635
H -1.402 0.868 1.675
H -1.277 -0.726 1.093
H -2.251 0.520 0.315
H 1.048 1.101 1.822
H 2.056 0.403 0.503
H 1.194 -0.584 1.548
H -0.994 2.363 -0.637
H 0.427 2.422 0.363
H 0.550 2.069 -1.250
```

Calculated values
HOMO energy in eV: -9.862
Energy in hartree: -8031.23766
ΔE to the lowest compared entry with this formula, charge and spin in eV: 0.804
Kohn-Sham gap in eV: 10.0892
Molar mass in g mol⁻¹: 336.8
Spin multiplicity: 1

(2)
The following is a DFT calculation (ωB97M-V with the def2-TZVPD basis set) of a molecular structure, C26H40BIrN7SSe2SiTe2.

Geometry as XYZ:
```
81
C26H40BIrN7SSe2SiTe2 (ωB97M-V with the def2-TZVPD basis set)
Ir -0.455 -0.072 -0.058
C -0.658 0.629 4.670
C -1.451 1.247 3.518
C -2.505 2.210 4.076
C -0.576 1.986 2.542
C 0.144 3.142 2.854
C 0.713 3.548 1.669
N 0.334 2.699 0.716
N -0.470 1.733 1.219
B 0.665 2.737 -0.771
N 1.728 1.663 -1.053
C 3.005 1.863 -1.378
C 3.613 0.638 -1.518
C 2.617 -0.308 -1.252
N 1.463 0.334 -0.979
C 2.793 -1.802 -1.380
C 2.706 -2.547 -0.051
C 4.118 -2.125 -2.069
N -0.591 2.432 -1.588
C -1.250 3.283 -2.374
C -2.166 2.565 -3.105
C -2.008 1.231 -2.711
N -1.053 1.169 -1.756
C -2.651 0.065 -3.437
C -3.045 0.496 -4.853
C -3.870 -0.551 -2.753
H -1.345 0.269 5.440
H 0.009 1.365 5.127
H -0.057 -0.210 4.337
H -1.965 0.457 2.976
H -2.043 2.977 4.700
H -3.224 1.664 4.689
H -3.050 2.710 3.273
H 0.230 3.612 3.818
H 1.339 4.392 1.434
H 1.091 3.819 -1.069
H 3.385 2.863 -1.501
H 4.635 0.448 -1.790
H 1.985 -2.161 -2.020
H 3.412 -2.137 0.674
H 2.946 -3.601 -0.209
H 1.705 -2.493 0.369
H 4.965 -1.826 -1.448
H 4.207 -1.625 -3.035
H 4.191 -3.199 -2.236
H -0.995 4.329 -2.386
H -2.837 2.946 -3.853
H -1.888 -0.707 -3.525
H -3.887 1.191 -4.835
H -3.355 -0.380 -5.424
H -2.218 0.972 -5.380
H -4.597 0.215 -2.480
H -3.591 -1.091 -1.854
H -4.348 -1.257 -3.436
Se -0.660 -2.048 -1.516
Te -1.919 -3.792 -0.320
Te -3.619 -2.344 1.124
Se -2.892 -0.075 0.600
C 1.285 -2.847 6.426
Si 1.233 -3.265 4.597
C 2.362 -4.723 4.269
C -0.525 -3.725 4.166
C 1.955 -1.773 3.694
C 3.161 -1.269 4.170
C 3.762 -0.157 3.600
C 3.117 0.433 2.530
N 1.973 -0.028 2.034
C 1.395 -1.098 2.589
S -0.128 -1.623 1.824
H 0.910 -3.682 7.023
H 0.666 -1.973 6.641
H 2.300 -2.628 6.766
H 2.018 -5.610 4.808
H 3.383 -4.511 4.594
H 2.391 -4.965 3.205
H -0.855 -4.494 4.871
H -0.611 -4.123 3.155
H -1.201 -2.872 4.247
H 3.646 -1.751 5.013
H 4.698 0.235 3.973
H 3.531 1.307 2.036
```

Calculated values
HOMO energy (spin up / spin down) in eV: -7.258 / -7.177
Energy in hartree: -7554.02675
ΔE to the lowest compared entry with this formula, charge and spin in eV: 0.785
Kohn-Sham gap (spin up / spin down) in eV: 6.5698 / 4.8035
Molar mass in g mol⁻¹: 1127.0
Spin multiplicity: 2

(3)
The following is a DFT calculation (ωB97M-V with the def2-TZVPD basis set) of a single CH5IN2 molecule.

Geometry as XYZ:
```
9
CH5IN2 (ωB97M-V with the def2-TZVPD basis set)
C 0.504 -0.953 -0.049
N -0.309 0.041 -0.658
N 0.353 1.387 -0.007
I -2.308 0.010 -0.133
H 0.120 -1.931 -0.172
H 1.474 -0.799 -0.478
H 0.533 -0.975 1.013
H -0.222 2.066 -0.415
H -0.146 1.155 0.899
```

Calculated values
HOMO energy in eV: -9.212
Energy in hartree: -448.20433
ΔE to the lowest compared entry with this formula, charge and spin in eV: 1.319
Kohn-Sham gap in eV: 8.9977
Molar mass in g mol⁻¹: 172.0
SMILES: CN(N)I
Spin multiplicity: 1

(4)
The following is a DFT calculation (ωB97M-V with the def2-TZVPD basis set) of a molecular structure, C35H42AuN9S.

Geometry as XYZ:
```
88
C35H42AuN9S (ωB97M-V with the def2-TZVPD basis set)
Au -0.123 1.325 0.564
C 3.826 0.627 -1.350
C 3.793 -0.701 -1.427
C 2.813 -1.533 -0.656
C 1.687 -0.723 0.065
C 1.817 0.771 -0.010
C 2.811 1.404 -0.606
C -0.693 -1.747 -0.539
C -1.264 -2.911 -1.100
C -2.519 -3.279 -0.715
C -3.210 -2.497 0.237
C -4.509 -2.823 0.699
C -5.136 -2.025 1.609
C -4.491 -0.864 2.098
C -3.239 -0.526 1.673
C -2.568 -1.341 0.733
N -1.316 -0.979 0.319
H 4.607 1.177 -1.860
H 4.557 -1.225 -1.990
H 3.360 -2.196 0.014
H 2.880 2.486 -0.616
H -0.709 -3.492 -1.824
H -2.995 -4.158 -1.131
H -4.992 -3.713 0.317
H -6.125 -2.276 1.964
H -4.998 -0.239 2.821
H -2.740 0.357 2.053
C -2.282 3.681 -2.569
N -1.953 2.266 -2.406
C -2.894 1.521 -1.571
C -0.739 1.773 -2.653
N -0.294 0.806 -1.794
C 0.311 -0.310 -2.149
C 0.470 -0.747 -3.494
C 1.238 -1.866 -3.834
C 1.886 -2.601 -2.878
C 1.707 -2.321 -1.447
C 0.660 -1.270 -1.030
N 1.423 -0.986 1.442
C 1.622 -2.087 2.068
N 1.759 -3.350 1.435
C 2.931 -4.147 1.771
C 0.541 -4.132 1.276
N 1.711 -2.031 3.418
C 1.457 -3.149 4.308
C 1.875 -0.752 4.086
N -0.005 2.234 -3.670
C -0.594 2.842 -4.862
C 1.451 2.146 -3.691
H -2.522 4.084 -1.583
H -3.145 3.814 -3.221
H -1.438 4.231 -2.969
H -3.903 1.773 -1.893
H -2.785 1.794 -0.517
H -2.744 0.451 -1.679
H 0.005 -0.175 -4.284
H 1.342 -2.123 -4.880
H 2.539 -3.413 -3.170
H 1.539 -3.250 -0.897
H 3.765 -3.496 2.031
H 3.220 -4.741 0.901
H 2.765 -4.841 2.601
H -0.331 -3.480 1.315
H 0.436 -4.895 2.057
H 0.538 -4.654 0.315
H 1.143 -4.029 3.759
H 0.656 -2.886 5.002
H 2.348 -3.391 4.891
H 2.299 -0.032 3.394
H 2.538 -0.888 4.941
H 0.914 -0.365 4.445
H -1.670 2.702 -4.872
H -0.164 2.343 -5.732
H -0.359 3.904 -4.927
H 1.819 1.749 -2.751
H 1.860 3.147 -3.840
H 1.782 1.510 -4.513
S -0.741 2.254 2.674
C -0.716 3.976 2.702
N 0.383 4.577 3.234
C 0.465 5.900 3.466
C -0.597 6.686 3.128
C -1.684 6.035 2.533
N -1.746 4.731 2.322
H 1.147 3.962 3.496
H 1.380 6.263 3.912
H -0.589 7.749 3.305
H -2.548 6.606 2.212
```

Calculated values
Total charge: +2
HOMO energy (spin up / spin down) in eV: -12.296 / -12.587
Energy in hartree: -2384.95075
Kohn-Sham gap (spin up / spin down) in eV: 6.8843 / 5.7048
Molar mass in g mol⁻¹: 817.8
Spin multiplicity: 3

- Which value of energy does entry 2 give?
  -7554.02675 hartree

- What is the formula in the fourth record?
  C35H42AuN9S

- The highest energy belongs to which entry?
  CH5IN2

- energy of number 4 (C35H42AuN9S)?
  -2384.95075 hartree